[1]
ORCA calculation (ωB97M-V/def2-TZVPD) on a single C5H7NO molecule.

XYZ file:
```
14
Properties=species:S:1:pos:R:3:forces:R:3
C 0.729 1.748 0.202 -0.013 0.039 0.049
C 0.314 0.378 -0.307 -0.012 0.063 0.013
C 0.845 -0.855 0.387 -0.155 -0.126 -0.087
C -0.078 -1.814 0.269 0.089 0.027 0.097
N -1.240 -1.332 -0.374 -0.044 0.068 0.195
C -1.187 0.060 -0.398 -0.077 0.211 -0.083
O -2.130 0.810 -0.483 0.385 -0.266 -0.183
H 1.813 1.859 0.085 -0.178 0.007 0.064
H 0.483 1.894 1.257 -0.032 -0.055 -0.117
H 0.247 2.539 -0.381 0.008 -0.132 0.116
H 0.621 0.309 -1.367 0.008 -0.003 0.106
H 1.805 -0.930 0.888 -0.181 -0.077 -0.274
H -0.048 -2.843 0.605 0.027 0.117 -0.045
H -2.128 -1.815 -0.372 0.177 0.126 0.150
```
Forces are in eV/Å.

Summary:
Charge = 0
Relative energy (zero: lowest compared OMol25 entry of this formula, charge and spin) = 6.2 kcal/mol
Frontier orbital gap = 9.66 eV
Calculated total energy = -324.71467 Eh

=====

[2]
ORCA calculation (ωB97M-V/def2-TZVPD) on 2 unconnected molecules or ions with the total composition C2H5IO at a distorted geometry.

XYZ file:
```
9
Properties=species:S:1:pos:R:3:forces:R:3
C -0.275 0.652 0.761 -0.030 -0.233 0.318
C 0.613 -0.350 0.129 0.439 0.806 -1.452
O 0.242 -1.614 0.241 -0.277 -0.940 0.464
I 2.687 0.084 0.098 -0.014 -0.102 0.197
H -0.227 0.534 1.852 -0.072 0.132 0.016
H 0.028 1.662 0.502 -0.001 -0.016 -0.021
H -1.305 0.478 0.450 0.013 -0.004 -0.029
H 0.433 -0.277 -2.479 -0.038 0.064 0.450
H 0.816 -2.223 -0.245 -0.021 0.293 0.057
```
Forces are in eV/Å.

Summary:
Charge = 0
Relative energy (zero: lowest compared OMol25 entry of this formula, charge and spin) = 93.0 kcal/mol
Frontier orbital gap (alpha / beta) = 9.95 / 6.74 eV
Calculated total energy = -451.97397 Eh

=====

[3]
ORCA calculation (ωB97M-V/def2-TZVPD) on a single C4H9PS molecule at a distorted geometry.

XYZ file:
```
15
Properties=species:S:1:pos:R:3:forces:R:3
C -1.936 -0.884 0.278 1.956 1.633 -0.465
P -0.924 0.565 1.124 0.005 -1.094 -0.090
C 0.478 0.857 -0.052 0.347 -2.721 -0.025
C 1.888 0.883 0.478 1.671 2.247 1.066
C 1.635 -0.472 -0.035 -1.631 0.377 1.432
S 2.446 -0.901 -1.528 2.060 2.145 0.622
H -1.570 -0.969 -0.763 -0.480 0.164 0.363
H -3.005 -0.721 0.314 -0.066 -0.257 0.207
H -1.534 -1.748 0.790 -0.569 -0.344 0.249
H -1.758 1.694 0.929 0.078 -0.102 -0.496
H 0.244 1.065 -1.120 0.613 0.194 0.958
H 2.601 1.578 -0.022 -0.543 -0.836 -0.242
H 2.170 1.048 1.580 -1.252 -0.606 -1.467
H 1.557 -1.290 0.757 -0.250 1.308 -1.238
H 1.694 -1.804 -1.959 -1.937 -2.109 -0.874
```
Forces are in eV/Å.

Summary:
Charge = 0
Relative energy (zero: lowest compared OMol25 entry of this formula, charge and spin) = 55.9 kcal/mol
Frontier orbital gap = 9.52 eV
Calculated total energy = -897.25492 Eh

=====

[4]
ORCA calculation (ωB97M-V/def2-TZVPD) on a gas-phase ion, C4H7N3 (charge +2) at a distorted geometry.

XYZ file:
```
14
Properties=species:S:1:pos:R:3:forces:R:3
C -1.203 0.190 -0.025 1.816 1.596 0.404
C 1.091 -1.670 -0.798 -0.922 0.434 0.214
C 2.274 -1.389 -0.167 -0.701 -1.317 1.828
C -1.647 2.492 0.836 0.039 2.363 -1.483
N -1.087 -0.941 -0.558 -1.416 -1.662 -0.544
N -0.133 -1.760 -1.036 0.220 0.341 -0.130
N -1.284 1.261 0.408 0.366 -3.687 0.048
H 2.830 -0.658 -0.628 1.469 1.856 -1.293
H 2.896 -2.292 -0.067 0.231 -0.635 -0.236
H 2.124 -1.228 0.933 -0.267 0.082 -0.222
H -1.265 3.123 0.008 -0.870 0.586 0.721
H -1.378 2.834 1.784 1.806 0.025 1.560
H -2.682 2.469 1.019 -1.944 0.274 -0.845
H -0.536 -2.431 -1.709 0.174 -0.254 -0.023
```
Forces are in eV/Å.

Summary:
Charge = +2
Relative energy (zero: lowest compared OMol25 entry of this formula, charge and spin) = 120.8 kcal/mol
Frontier orbital gap (alpha / beta) = 6.52 / 5.82 eV
Calculated total energy = -319.92256 Eh